Record 1
A structure of composition C31H24N4O11S4W in a non-equilibrium geometry. Source: the OMol25 dataset; level of theory: ωB97M-V/def2-TZVPD.

* HOMO energy (alpha / beta): -2.67 / -2.64 eV
* calculated total energy: -3902.39318 a.u.
* energy relative to the best compared isomer or geometry (same formula, charge and spin): 39.3 kcal per mole

ORCA input file:
```
! RIJCOSX wB97M-V def2-TZVPD def2/J DEFGRID3
* xyz -2 1
W 0.38827 1.22353 -0.67828
O -4.78511 3.48217 -0.00629
C -4.80747 2.36904 0.75031
C -6.00982 1.96107 1.27695
C -6.06960 0.83801 2.10745
C -4.96515 0.09070 2.36799
C -3.81227 0.39315 1.72991
C -3.69441 1.49098 0.88752
C -2.41237 1.81135 0.20897
O -1.43987 0.97519 0.39403
N -2.36696 2.84689 -0.55096
N -1.13373 3.01728 -1.14094
C -0.91665 4.01719 -1.86110
C 0.35763 4.32458 -2.51701
C 0.62829 5.61003 -2.99592
C 1.90716 5.94272 -3.41567
C 2.86130 4.93933 -3.53114
C 2.52374 3.64729 -3.16500
C 1.26231 3.27672 -2.70620
O 0.96138 2.06742 -2.44516
H -3.81700 3.52753 -0.28212
H -6.84413 2.61955 1.12725
H -7.05120 0.68025 2.56683
H -4.99472 -0.66217 3.11870
H -2.90338 -0.19562 1.80774
H -1.71414 4.73494 -1.99333
H -0.10335 6.38498 -2.95215
H 2.02653 6.98434 -3.81028
H 3.88626 5.07648 -3.89158
H 3.24088 2.85026 -3.39394
C 4.80667 -6.15116 -0.62690
C 3.74115 -5.13854 -0.91449
C 3.07246 -4.46100 0.11692
C 2.02075 -3.61291 -0.11756
C 1.77265 -3.27427 -1.43171
C 2.32336 -3.93668 -2.50391
C 3.29110 -4.95921 -2.22327
S 0.49550 -2.06337 -1.82773
O -0.56998 -2.32914 -0.88791
O 0.24207 -2.24934 -3.22331
N 1.23438 -0.71433 -1.48838
C 2.45734 -0.45874 -2.24905
C 3.18900 0.65797 -1.55454
O 4.29657 1.00271 -1.76820
O 2.51730 1.17398 -0.55721
H 4.88307 -6.77116 -1.50043
H 4.57993 -6.78247 0.22113
H 5.73849 -5.65603 -0.55560
H 3.29823 -4.69402 1.15606
H 1.41825 -3.21371 0.70116
H 1.99452 -3.71805 -3.49169
H 3.79216 -5.42795 -3.03846
H 2.31733 0.01792 -3.24970
H 3.12959 -1.30974 -2.40686
O 0.60056 1.51254 5.69575
S -0.42810 1.13196 4.75499
O -1.71021 1.80241 4.97312
N 0.11531 1.20821 3.20123
C 0.17174 0.03395 2.65491
S 0.80246 -0.39928 1.16171
C -0.28189 -1.12008 3.51579
C -0.41348 -2.48837 3.24873
C -1.05347 -3.33076 4.17619
C -1.42307 -2.83271 5.41637
C -1.29404 -1.45481 5.67340
C -0.72291 -0.63391 4.76284
H -0.01248 -2.96799 2.38208
H -1.18405 -4.38838 4.03411
H -1.84722 -3.47309 6.19114
H -1.82018 -1.08364 6.53606
O -1.78948 1.94101 -3.72253
C -1.67644 0.87309 -3.17290
O -1.02914 0.45157 -2.11206
H -2.26976 0.03292 -3.57270
S 1.02153 2.92937 0.61685
*
```



Record 2
A structure of composition C31H24N7O4Pb in a non-equilibrium geometry. Source: the OMol25 dataset; level of theory: ωB97M-V/def2-TZVPD.

* HOMO energy: -3.99 eV
* calculated total energy: -2072.89361 a.u.
* energy relative to the best compared isomer or geometry (same formula, charge and spin): 30.3 kcal per mole

ORCA input file:
```
! RIJCOSX wB97M-V def2-TZVPD def2/J DEFGRID3
* xyz -1 1
Pb -0.74281 -0.79116 0.66421
O -2.14756 -3.37263 4.02972
C -1.76976 -2.92535 2.94818
O -1.46599 -1.67399 2.72901
C -1.62445 -3.79878 1.66272
C -1.92279 -5.21375 1.56495
C -1.97027 -5.73060 0.28676
C -1.64922 -4.98588 -0.84701
C -1.39732 -3.62058 -0.69971
N -1.33094 -3.06057 0.52291
C -1.36415 -2.70315 -1.89055
O -1.52479 -3.19027 -3.00387
O -1.14841 -1.44048 -1.59298
H -2.05522 -5.79088 2.46749
H -2.31570 -6.72330 0.16127
H -1.72730 -5.46048 -1.82698
N 1.69457 -1.45966 0.97839
C 2.84409 -1.51954 0.57854
C 3.62738 -0.24809 0.10828
C 3.41706 0.86498 0.89813
C 4.06265 2.06714 0.59927
C 4.84964 2.17203 -0.53051
C 5.17617 1.00211 -1.28707
C 4.49019 -0.17213 -0.99543
C 3.53714 -2.89784 0.37707
C 2.72913 -4.04529 0.40501
C 3.29204 -5.30523 0.23430
C 4.71950 -5.41648 0.27542
C 5.53659 -4.26971 0.27112
C 4.92414 -2.99694 0.31356
H 2.64467 0.79401 1.68369
H 3.94132 2.91625 1.27040
H 5.28956 3.13975 -0.83412
H 5.92069 1.03963 -2.11222
H 4.67632 -1.10654 -1.61970
H 1.65994 -3.88172 0.49626
H 2.73909 -6.25823 0.14423
H 5.11961 -6.44402 0.31361
H 6.61389 -4.32066 0.28454
H 5.53001 -2.08172 0.34005
C -3.80654 0.71335 -1.80151
C -3.71719 1.05979 -0.36108
N -3.43917 0.18617 0.59480
C -3.50703 0.85826 1.79891
C -3.64926 2.18385 1.58203
N -3.77125 2.32399 0.14311
C -4.24846 3.50453 -0.56008
N -3.57791 4.71969 -0.25924
N -4.37549 5.84154 -0.27364
N -3.65592 6.89012 -0.25483
C -2.31197 6.48326 -0.43488
C -1.19267 7.25345 -0.74771
C -0.00634 6.56739 -0.83542
C 0.03192 5.15895 -0.73864
C -1.07427 4.39217 -0.45618
C -2.25955 5.11734 -0.33752
H -2.95726 0.08911 -2.03622
H -3.72951 1.56407 -2.48567
H -4.73208 0.12777 -1.91339
H -3.44010 0.41472 2.79449
H -3.52327 3.05043 2.24071
H -5.31472 3.68286 -0.36709
H -4.17335 3.31409 -1.60449
H -1.32939 8.31494 -0.88313
H 0.94880 7.06881 -1.06581
H 0.99630 4.71602 -0.81076
H -1.06304 3.31308 -0.29569
*
```



Number 2 is which compound?
C31H24N7O4Pb



Repeat the second record exactly.
A structure of composition C31H24N7O4Pb in a non-equilibrium geometry. Source: the OMol25 dataset; level of theory: ωB97M-V/def2-TZVPD.

* HOMO energy: -3.99 eV
* calculated total energy: -2072.89361 a.u.
* energy relative to the best compared isomer or geometry (same formula, charge and spin): 30.3 kcal per mole

ORCA input file:
```
! RIJCOSX wB97M-V def2-TZVPD def2/J DEFGRID3
* xyz -1 1
Pb -0.74281 -0.79116 0.66421
O -2.14756 -3.37263 4.02972
C -1.76976 -2.92535 2.94818
O -1.46599 -1.67399 2.72901
C -1.62445 -3.79878 1.66272
C -1.92279 -5.21375 1.56495
C -1.97027 -5.73060 0.28676
C -1.64922 -4.98588 -0.84701
C -1.39732 -3.62058 -0.69971
N -1.33094 -3.06057 0.52291
C -1.36415 -2.70315 -1.89055
O -1.52479 -3.19027 -3.00387
O -1.14841 -1.44048 -1.59298
H -2.05522 -5.79088 2.46749
H -2.31570 -6.72330 0.16127
H -1.72730 -5.46048 -1.82698
N 1.69457 -1.45966 0.97839
C 2.84409 -1.51954 0.57854
C 3.62738 -0.24809 0.10828
C 3.41706 0.86498 0.89813
C 4.06265 2.06714 0.59927
C 4.84964 2.17203 -0.53051
C 5.17617 1.00211 -1.28707
C 4.49019 -0.17213 -0.99543
C 3.53714 -2.89784 0.37707
C 2.72913 -4.04529 0.40501
C 3.29204 -5.30523 0.23430
C 4.71950 -5.41648 0.27542
C 5.53659 -4.26971 0.27112
C 4.92414 -2.99694 0.31356
H 2.64467 0.79401 1.68369
H 3.94132 2.91625 1.27040
H 5.28956 3.13975 -0.83412
H 5.92069 1.03963 -2.11222
H 4.67632 -1.10654 -1.61970
H 1.65994 -3.88172 0.49626
H 2.73909 -6.25823 0.14423
H 5.11961 -6.44402 0.31361
H 6.61389 -4.32066 0.28454
H 5.53001 -2.08172 0.34005
C -3.80654 0.71335 -1.80151
C -3.71719 1.05979 -0.36108
N -3.43917 0.18617 0.59480
C -3.50703 0.85826 1.79891
C -3.64926 2.18385 1.58203
N -3.77125 2.32399 0.14311
C -4.24846 3.50453 -0.56008
N -3.57791 4.71969 -0.25924
N -4.37549 5.84154 -0.27364
N -3.65592 6.89012 -0.25483
C -2.31197 6.48326 -0.43488
C -1.19267 7.25345 -0.74771
C -0.00634 6.56739 -0.83542
C 0.03192 5.15895 -0.73864
C -1.07427 4.39217 -0.45618
C -2.25955 5.11734 -0.33752
H -2.95726 0.08911 -2.03622
H -3.72951 1.56407 -2.48567
H -4.73208 0.12777 -1.91339
H -3.44010 0.41472 2.79449
H -3.52327 3.05043 2.24071
H -5.31472 3.68286 -0.36709
H -4.17335 3.31409 -1.60449
H -1.32939 8.31494 -0.88313
H 0.94880 7.06881 -1.06581
H 0.99630 4.71602 -0.81076
H -1.06304 3.31308 -0.29569
*
```



Repeat the second record exactly.
A structure of composition C31H24N7O4Pb in a non-equilibrium geometry. Source: the OMol25 dataset; level of theory: ωB97M-V/def2-TZVPD.

* HOMO energy: -3.99 eV
* calculated total energy: -2072.89361 a.u.
* energy relative to the best compared isomer or geometry (same formula, charge and spin): 30.3 kcal per mole

ORCA input file:
```
! RIJCOSX wB97M-V def2-TZVPD def2/J DEFGRID3
* xyz -1 1
Pb -0.74281 -0.79116 0.66421
O -2.14756 -3.37263 4.02972
C -1.76976 -2.92535 2.94818
O -1.46599 -1.67399 2.72901
C -1.62445 -3.79878 1.66272
C -1.92279 -5.21375 1.56495
C -1.97027 -5.73060 0.28676
C -1.64922 -4.98588 -0.84701
C -1.39732 -3.62058 -0.69971
N -1.33094 -3.06057 0.52291
C -1.36415 -2.70315 -1.89055
O -1.52479 -3.19027 -3.00387
O -1.14841 -1.44048 -1.59298
H -2.05522 -5.79088 2.46749
H -2.31570 -6.72330 0.16127
H -1.72730 -5.46048 -1.82698
N 1.69457 -1.45966 0.97839
C 2.84409 -1.51954 0.57854
C 3.62738 -0.24809 0.10828
C 3.41706 0.86498 0.89813
C 4.06265 2.06714 0.59927
C 4.84964 2.17203 -0.53051
C 5.17617 1.00211 -1.28707
C 4.49019 -0.17213 -0.99543
C 3.53714 -2.89784 0.37707
C 2.72913 -4.04529 0.40501
C 3.29204 -5.30523 0.23430
C 4.71950 -5.41648 0.27542
C 5.53659 -4.26971 0.27112
C 4.92414 -2.99694 0.31356
H 2.64467 0.79401 1.68369
H 3.94132 2.91625 1.27040
H 5.28956 3.13975 -0.83412
H 5.92069 1.03963 -2.11222
H 4.67632 -1.10654 -1.61970
H 1.65994 -3.88172 0.49626
H 2.73909 -6.25823 0.14423
H 5.11961 -6.44402 0.31361
H 6.61389 -4.32066 0.28454
H 5.53001 -2.08172 0.34005
C -3.80654 0.71335 -1.80151
C -3.71719 1.05979 -0.36108
N -3.43917 0.18617 0.59480
C -3.50703 0.85826 1.79891
C -3.64926 2.18385 1.58203
N -3.77125 2.32399 0.14311
C -4.24846 3.50453 -0.56008
N -3.57791 4.71969 -0.25924
N -4.37549 5.84154 -0.27364
N -3.65592 6.89012 -0.25483
C -2.31197 6.48326 -0.43488
C -1.19267 7.25345 -0.74771
C -0.00634 6.56739 -0.83542
C 0.03192 5.15895 -0.73864
C -1.07427 4.39217 -0.45618
C -2.25955 5.11734 -0.33752
H -2.95726 0.08911 -2.03622
H -3.72951 1.56407 -2.48567
H -4.73208 0.12777 -1.91339
H -3.44010 0.41472 2.79449
H -3.52327 3.05043 2.24071
H -5.31472 3.68286 -0.36709
H -4.17335 3.31409 -1.60449
H -1.32939 8.31494 -0.88313
H 0.94880 7.06881 -1.06581
H 0.99630 4.71602 -0.81076
H -1.06304 3.31308 -0.29569
*
```